ORCA calculation (wB97M-V/def2-TZVPD) on C7H16O as an isolated structure.

XYZ file:
```
24
Properties=species:S:1:pos:R:3
C -1.5015 -0.3522 -0.1654
C -2.4912 -0.3009 0.9817
C -1.8947 0.4993 -1.3518
C -0.0053 0.5893 0.7246
O -0.1585 1.8032 0.7222
H -1.2660 -1.3871 -0.4364
H 0.1342 -0.0502 1.6016
H -1.8455 1.5545 -1.0695
H -1.2384 0.3445 -2.2118
H -2.1768 -0.9235 1.8215
H -3.4722 -0.6579 0.6501
H -2.6083 0.7256 1.3351
H -2.9175 0.2778 -1.6695
C 1.5131 -0.1007 -0.3450
C 2.4800 1.0419 -0.1476
C 1.9147 -1.4275 0.2616
H 1.2742 -0.2074 -1.4111
H -0.0019 -0.1063 -0.2662
H 2.7855 1.1197 0.8982
H 2.0188 1.9902 -0.4260
H 3.3774 0.8940 -0.7567
H 2.7900 -1.8435 -0.2471
H 1.1157 -2.1714 0.1906
H 2.1741 -1.3113 1.3170
```

LUMO (hartree): 0.035
E_tot (eV): -9562.08450
Energy above the lowest of the compared OMol25 structures with the same formula, charge and spin (eV): 4.186
Largest force on an atom (Eh/bohr): 0.01051
Frontier orbital gap (eV): 8.93
HOMO (eV): -7.974



ORCA calculation (wB97M-V/def2-TZVPD) on C7H16O2 as an isolated structure at a distorted geometry.

XYZ file:
```
25
Properties=species:S:1:pos:R:3
C 1.6302 -0.8685 1.5188
C 0.8832 0.3903 1.2026
C 0.8393 -1.5138 2.6624
C 2.9744 -0.4415 2.1148
C 1.8069 -1.8418 0.3943
C -2.9093 1.9588 -3.2225
C -4.0137 1.7708 -4.1579
H -0.4702 0.2103 1.4059
H 1.5137 1.1662 2.0717
H 1.1860 0.8239 0.1071
H 1.3225 -2.5093 2.6801
H 0.8303 -1.0926 3.7255
H -0.1598 -2.0483 2.4982
H 3.3270 -1.4675 2.6495
H 2.8259 0.5048 2.6914
H 3.6759 -0.3315 1.1497
H 3.0098 -1.7427 -0.1075
H 1.5338 -3.0035 0.9412
H 0.7507 -1.3697 -0.4623
H -2.5727 2.4733 -1.6677
H -3.6628 1.4419 -5.1509
H -4.3460 0.8884 -3.5081
H -4.7407 2.6211 -4.2390
O -1.8024 1.5787 -3.2231
O -3.4319 2.4024 -2.0745
```

LUMO (hartree): 0.022
E_tot (eV): -11607.29828
Energy above the lowest of the compared OMol25 structures with the same formula, charge and spin (eV): 6.953
Largest force on an atom (Eh/bohr): 0.09260
Frontier orbital gap (eV): 11.21
HOMO (eV): -10.600



ORCA calculation (wB97M-V/def2-TZVPD) on one molecule with the formula C7H16O3 at a distorted geometry.

XYZ file:
```
26
Properties=species:S:1:pos:R:3
C -1.5772 0.9573 -0.4973
C -0.2203 0.2744 -0.5345
C 0.5443 0.2658 1.0582
C -0.2028 0.9541 2.1981
C 1.9274 0.9056 0.9217
O 0.7425 -1.1015 1.4897
C -0.2691 -1.1325 -1.0539
C -0.4939 -0.7801 -2.7226
O -1.3692 -1.8340 -0.6221
O 0.8829 -1.8684 -0.9834
H -2.3059 0.3893 0.0751
H -1.4766 1.9625 -0.0952
H -1.9754 1.0888 -1.5006
H 0.4995 0.8522 -1.1093
H -0.3978 2.0032 1.9888
H 0.3931 0.9394 3.1192
H -1.1436 0.4409 2.3931
H 1.8169 1.9825 0.8031
H 2.4438 0.4826 0.0610
H 2.5356 0.7553 1.8205
H 1.1566 -1.1324 2.3623
H 0.5047 -0.8113 -3.1496
H -0.9886 0.1125 -3.0880
H -1.0558 -1.6101 -3.1411
H -1.1623 -2.1855 0.2552
H 1.1910 -1.9105 -0.0483
```

LUMO (hartree): 0.020
E_tot (eV): -13660.10626
Energy above the lowest of the compared OMol25 structures with the same formula, charge and spin (eV): 1.180
Largest force on an atom (Eh/bohr): 0.09339
Frontier orbital gap (eV): 9.91
SMILES string: C[C@@H](C(C)(C)O)C(C)(O)O
HOMO (eV): -9.377



ORCA calculation (wB97M-V/def2-TZVPD) on C7H17Br3FO6S2Tl as an isolated structure at a distorted geometry.

XYZ file:
```
37
Properties=species:S:1:pos:R:3
Tl -0.5672 -3.8484 -0.0090
F 0.6415 -1.1591 0.5391
O 0.0343 -0.4341 -3.0262
S 1.2237 -1.2473 -2.7983
O 1.1654 -2.6437 -2.2869
O 2.0968 -1.3146 -4.1956
C 2.1985 -0.1725 -5.0501
C 2.3890 -0.5464 -6.4825
C 2.5495 -0.3398 -1.8386
H 3.0509 0.3856 -4.6627
H 1.3547 0.5060 -4.9247
H 1.6079 -1.2038 -6.8642
H 3.3069 -1.1108 -6.6469
H 2.3736 0.3048 -7.1632
H 1.9195 0.1706 -1.1101
H 3.0416 0.4209 -2.4447
H 3.1992 -1.1107 -1.4243
O -2.1767 -1.5933 4.6363
S -2.0231 -1.2186 3.2078
O -1.9511 -2.1071 2.0528
O -3.2811 -0.1525 2.8379
C -3.5824 0.9120 3.8406
C -4.9832 0.8665 4.3770
C -0.5679 -0.0459 3.0386
H -3.3858 1.9216 3.4798
H -2.8258 0.8209 4.6200
H -5.6401 1.1116 3.5424
H -5.1575 1.4473 5.2827
H -5.2955 -0.1591 4.5735
H 0.3216 -0.6743 3.0829
H -0.5748 0.6561 3.8724
H -0.5193 0.4622 2.0754
C 1.9529 2.1437 1.1277
Br 0.3383 3.2184 1.5871
Br 3.0628 1.6638 2.7314
Br 3.1112 2.8847 -0.3320
H 1.5914 1.1853 0.7549
```

Charge: +2
LUMO (hartree): -0.510
E_tot (eV): -259001.74139
Largest force on an atom (Eh/bohr): 0.07329
Frontier orbital gap (eV): 2.49
HOMO (eV): -16.381



ORCA calculation (wB97M-V/def2-TZVPD) on C7H17BrNOP as an isolated structure at a distorted geometry.

XYZ file:
```
28
Properties=species:S:1:pos:R:3
C 0.9875 2.7742 0.4757
C 1.0113 -0.2738 2.7892
C -1.7638 2.7805 1.5934
C 0.0700 -1.1703 -0.9720
C 0.5090 -1.9770 -2.2551
C 0.0235 0.3390 -1.2350
C 0.0043 -3.4896 -2.0990
N -0.9030 1.0083 -0.3319
O -0.2521 0.0751 2.3725
P -0.3208 1.8854 0.9575
Br -1.7911 -3.8228 -2.7830
H 1.8588 2.3318 0.0031
H 1.1511 3.7436 0.9434
H 1.1285 -0.9024 3.6365
H 1.7434 0.5076 2.9972
H 1.5089 -0.7334 1.8694
H -2.1504 3.4455 0.7256
H -2.4828 2.1347 2.2043
H -1.4834 3.6165 2.2049
H 0.8200 -1.3752 -0.1897
H -0.9035 -1.4434 -0.6185
H 1.5545 -2.0136 -2.3769
H -0.0452 -1.5154 -3.1084
H 0.8753 0.8340 -0.8206
H -0.2662 0.5697 -2.2198
H 0.6553 -4.0563 -2.7666
H 0.1156 -3.7047 -1.0663
H -1.6548 0.4319 0.0699
```

LUMO (hartree): 0.016
E_tot (eV): -90399.97043
Energy above the lowest of the compared OMol25 structures with the same formula, charge and spin (eV): 1.898
Largest force on an atom (Eh/bohr): 0.08052
Frontier orbital gap (eV): 8.70
HOMO (eV): -8.274



ORCA calculation (wB97M-V/def2-TZVPD) on an isolated ion of composition C7H17IP and charge +1 at a distorted geometry.

XYZ file:
```
26
Properties=species:S:1:pos:R:3
C 0.3948 2.6463 -0.0981
C -1.6485 1.4322 -0.6448
C 0.4688 -2.6459 0.8625
C 0.1399 -2.0496 -1.7402
C 0.2609 0.6414 2.0480
C -0.1165 1.3646 -0.8199
C -0.0369 -1.6916 -0.2387
P 0.5655 0.1292 0.3197
I 2.9678 0.1658 -0.0845
H 0.1164 2.6934 0.9283
H -0.0933 3.4525 -0.6048
H 1.3396 2.9023 -0.3660
H -2.0381 1.0389 0.2436
H -2.0572 0.6608 -1.3138
H -2.0895 2.3823 -0.9042
H 1.4861 -2.6065 0.8938
H 0.0204 -3.6854 0.4917
H 0.0632 -2.4845 1.7649
H 1.1414 -2.5303 -1.8217
H 0.0356 -1.0665 -2.2473
H -0.6281 -2.6406 -1.9623
H 0.9634 1.3084 2.3121
H 0.2399 -0.3524 2.7054
H -0.8311 1.0774 2.2041
H 0.3867 1.3062 -1.7323
H -1.0510 -1.4487 -0.1954
```

Charge: +1
LUMO (hartree): -0.146
E_tot (eV): -24916.43842
Energy above the lowest of the compared OMol25 structures with the same formula, charge and spin (eV): 0.561
Largest force on an atom (Eh/bohr): 0.13093
Frontier orbital gap (eV): 9.92
HOMO (eV): -13.878



ORCA calculation (wB97M-V/def2-TZVPD) on a 2-piece molecular cluster, C7H17ISi overall at a distorted geometry.

XYZ file:
```
26
Properties=species:S:1:pos:R:3
C -2.0722 0.4771 -1.0883
C 0.3727 -0.5053 3.3524
C 1.3695 2.1129 -0.7685
C -1.5543 0.3727 0.3438
C 0.5180 -1.3165 2.0657
C 1.5696 1.1718 0.4134
C -0.0026 -2.4583 -4.3677
Si 0.2662 -0.2248 0.5132
I 0.7406 -1.5037 -2.6078
H -1.4483 1.1398 -1.6815
H -2.0766 -0.4984 -1.5657
H -3.0900 0.8638 -1.0988
H 1.1379 0.2656 3.4182
H -0.6015 -0.0246 3.3975
H 0.4721 -1.1505 4.2241
H 0.3955 2.5924 -0.7147
H 2.1286 2.8914 -0.7731
H 1.4348 1.5670 -1.7073
H -2.2079 -0.3023 0.9017
H -1.6435 1.3540 0.8161
H -0.2115 -2.1261 2.0751
H 1.5028 -1.7853 2.0435
H 1.5287 1.7556 1.3374
H 2.5703 0.7373 0.3659
H -0.8579 -1.9134 -4.7488
H -0.2412 -3.4922 -4.1458
```

LUMO (alpha / beta) (hartree): -0.023 / -0.014
E_tot (eV): -23509.80198
Energy above the lowest of the compared OMol25 structures with the same formula, charge and spin (eV): 1.892
Largest force on an atom (Eh/bohr): 0.02652
Frontier orbital gap (alpha / beta) (eV): 5.99 / 8.08
HOMO (alpha / beta) (eV): -6.614 / -8.456



ORCA calculation (wB97M-V/def2-TZVPD) on one molecule with the formula C7H17N at a distorted geometry.

XYZ file:
```
25
Properties=species:S:1:pos:R:3
C -1.4055 -0.1738 2.6060
C -1.0341 0.7433 1.4038
C -2.2587 1.5857 0.9664
C -0.5711 -0.1193 0.2615
C 0.5383 0.4875 -0.6239
N 1.1209 -0.6682 -1.3740
C 1.6292 -0.3095 -2.7392
C 2.0166 -1.5259 -0.5215
H -0.6649 -0.7934 2.8238
H -1.4794 0.4756 3.4731
H -2.3132 -0.6394 2.5367
H -0.1986 1.3326 1.8091
H -2.1245 1.8771 -0.0680
H -2.6471 2.3799 1.5427
H -3.1122 0.9694 0.9194
H -1.4689 -0.3357 -0.4198
H -0.4047 -1.1284 0.6485
H 1.2028 1.0970 0.0574
H -0.0301 1.2534 -1.2237
H 2.4738 0.4810 -2.8371
H 2.0097 -1.1596 -3.3598
H 0.7825 0.0619 -3.2495
H 2.2668 -2.4404 -1.1097
H 1.4589 -1.8412 0.3013
H 2.9151 -1.0400 -0.3453
```

LUMO (hartree): 0.041
E_tot (eV): -9023.02149
Energy above the lowest of the compared OMol25 structures with the same formula, charge and spin (eV): 2.203
Largest force on an atom (Eh/bohr): 0.09774
Frontier orbital gap (eV): 9.44
SMILES string: CC(C)CCN(C)C
HOMO (eV): -8.328



ORCA calculation (wB97M-V/def2-TZVPD) on an isolated ion of composition C7H17N2 and charge +1 at a distorted geometry.

XYZ file:
```
26
Properties=species:S:1:pos:R:3
C 3.3926 -0.0650 -0.1702
C 2.0329 -0.2932 0.3679
C 0.8443 0.0710 -0.5867
C -0.5454 0.5437 -0.1410
C -0.6273 1.9870 0.3585
N -1.4794 0.3850 -1.2201
C -1.5177 -0.3856 0.3658
C -1.3011 -1.8560 0.1080
N -2.5717 -0.1615 1.0837
H 3.5804 -0.5895 -1.0279
H 4.1445 -0.4008 0.5090
H 3.5690 0.9741 -0.5536
H 1.8440 0.2424 1.3100
H 2.0525 -1.3584 0.5423
H 0.4624 -0.7081 -1.3473
H 1.2647 0.9284 -1.0719
H -0.6067 2.6572 -0.5032
H 0.1425 2.0154 1.2212
H -1.6960 2.2133 0.7697
H -2.0440 1.1906 -1.4150
H -1.3350 -0.3354 -1.9337
H -0.5248 -2.2450 0.8456
H -0.9763 -2.0071 -0.9066
H -2.2823 -2.4225 0.2932
H -3.1978 -0.9929 1.3642
H -2.6243 0.6130 1.7380
```

Charge: +1
LUMO (hartree): -0.098
E_tot (eV): -10506.89700
Energy above the lowest of the compared OMol25 structures with the same formula, charge and spin (eV): 1.653
Largest force on an atom (Eh/bohr): 0.08751
Frontier orbital gap (eV): 11.53
SMILES string: CCC[C@@]1(C)[NH2+][C@]1(C)N
HOMO (eV): -14.212



- What is the formula in the first record?
  C7H16O